1.
# C6H7N

One molecule with the formula C6H7N in a non-equilibrium geometry (the ωB97M-V functional and the def2-TZVPD basis, the OMol25 dataset).

Structure (ORCA input):
```
! wB97M-V def2-TZVPD RIJCOSX def2/J DEFGRID3
* xyz 0 1
C -2.990 -0.160 -0.559
C -2.082 0.238 0.104
C -0.894 0.539 0.784
C 0.092 -0.711 0.327
C 1.161 -0.001 -0.486
C 0.885 1.523 -0.245
N -0.189 1.746 0.397
H -3.841 -0.341 -0.992
H -1.189 0.658 1.876
H -0.556 -1.425 -0.058
H 0.557 -1.114 1.222
H 1.093 -0.288 -1.602
H 2.086 -0.206 -0.174
H 1.448 2.382 -0.586
*
```

* highest occupied orbital energy: -9.56 eV
* SMILES: C#C[C@H]1CCC=N1
* frontier orbital gap: 10.6 eV
* max |F|: 4.87 eV/Å

2.
# C6H7N

One molecule with the formula C6H7N in a non-equilibrium geometry (the ωB97M-V functional and the def2-TZVPD basis, the OMol25 dataset).

Structure (ORCA input):
```
! wB97M-V def2-TZVPD RIJCOSX def2/J DEFGRID3
* xyz 0 1
C -1.038 -0.327 3.135
C -1.939 -0.404 2.105
C -0.513 -0.482 1.814
N 0.406 -0.553 1.000
C -0.101 -0.541 -0.603
C -0.124 0.737 -1.232
C 1.055 -0.194 -1.473
H -0.925 -0.079 4.208
H -2.855 -0.392 1.597
H -0.827 -1.376 -0.638
H 0.055 1.696 -0.666
H -0.856 0.735 -1.910
H 1.156 -0.788 -2.342
H 1.898 -0.154 -0.857
*
```

* highest occupied orbital energy: -8.57 eV
* SMILES: c1cc1=NC1CC1
* frontier orbital gap: 9.5 eV
* max |F|: 6.39 eV/Å

3.
# C6H7N

A 2-piece molecular cluster, C6H7N overall in a non-equilibrium geometry (the ωB97M-V functional and the def2-TZVPD basis, the OMol25 dataset).

Structure (ORCA input):
```
! wB97M-V def2-TZVPD RIJCOSX def2/J DEFGRID3
* xyz 0 1
C 1.276 -0.360 1.695
C -0.741 0.529 -1.456
C 1.949 0.067 0.726
C 3.042 0.540 0.192
C -1.594 -0.875 0.523
C -1.795 0.239 -0.499
N 0.228 0.702 -2.033
H 3.831 -0.158 -0.142
H 3.269 1.554 -0.099
H -1.241 -1.840 -0.004
H -2.580 -1.144 1.077
H -0.841 -0.519 1.263
H -2.130 1.216 -0.082
H -2.674 0.048 -1.160
*
```

* highest occupied orbital energy: -10.15 eV
* frontier orbital gap: 8.7 eV
* max |F|: 2.92 eV/Å

4.
# C6H7N

One molecule with the formula C6H7N in a non-equilibrium geometry (the ωB97M-V functional and the def2-TZVPD basis, the OMol25 dataset).

Structure (ORCA input):
```
! wB97M-V def2-TZVPD RIJCOSX def2/J DEFGRID3
* xyz 0 1
N -2.067 -1.604 2.718
C -1.311 -1.075 2.021
C -0.329 -0.453 1.132
C -0.979 0.293 -0.042
C -0.045 0.886 -1.057
C 1.215 0.516 -1.415
C 1.869 -0.581 -0.766
H 0.289 0.242 1.712
H -1.647 -0.389 -0.588
H -1.628 1.092 0.332
H -0.456 1.762 -1.564
H 1.694 1.139 -2.178
H 0.353 -1.210 0.741
H 2.949 -0.514 -0.991
*
```

* highest occupied orbital energy (alpha / beta): -8.69 / -8.83 eV
* frontier orbital gap (alpha / beta): 7.4 / 7.5 eV
* max |F|: 1.10 eV/Å

Q: Among the records above, which one has the highest max |F|?
A: number 2